[1]
90
Properties=species:S:1:pos:R:3:mulliken_charge:R:1 method="wB97M-V/def2-TZVPD" energy_ev=-48753.7359 smiles="CCCOOC(=O)O[C@@H](C)F.COC[C@@H](C)N.COC[C@@H](C)N.COC[C@@H](C)N.COC[C@@H](C)N"
C -1.6884 7.0623 4.6172 -0.853
C -1.5534 6.2276 3.1819 -0.548
C -2.3940 4.7886 3.2058 -0.074
O -3.6282 4.9181 2.4156 -0.304
O -4.5091 4.0063 2.7143 -0.006
C -5.5160 4.4894 3.6719 0.481
O -5.5848 3.8470 4.8706 -0.457
O -6.4980 5.5623 3.4500 -0.340
C -5.9344 6.8988 3.6953 0.711
C -7.0026 8.1369 3.3584 -1.022
F -5.4204 6.9370 5.0838 -0.316
H -1.0922 8.0580 4.4645 0.320
H -1.2196 6.4637 5.5131 0.278
H -2.8144 7.3094 4.8843 0.171
H -1.8485 6.8824 2.2528 0.277
H -0.3926 5.9792 3.0805 0.308
H -2.5886 4.4748 4.3253 0.274
H -1.6781 4.0020 2.6649 0.146
H -5.0473 7.0475 2.9272 0.085
H -7.1490 8.8701 4.2610 0.288
H -8.0288 7.7143 2.9231 0.278
H -6.5528 8.7953 2.4701 0.277
C -4.4553 -1.2109 2.2702 -1.525
C -4.3820 0.3128 2.3319 0.667
C -3.6451 0.9476 1.1298 -0.510
O -2.2209 0.8181 1.1737 -0.447
C -1.7335 -0.4478 0.7557 -0.368
N -3.7707 0.7097 3.6074 -0.756
H -3.5171 -1.6924 2.5536 0.192
H -5.2203 -1.5805 2.9631 0.430
H -4.7262 -1.5526 1.2656 0.157
H -5.4135 0.6856 2.3154 0.450
H -3.8425 2.0261 1.1455 0.096
H -4.0372 0.5765 0.1746 0.414
H -2.3384 -0.8791 -0.0478 0.300
H -1.6874 -1.1282 1.6081 0.217
H -0.7126 -0.3159 0.3881 0.079
H -3.8213 1.7260 3.6921 0.213
H -2.7658 0.5247 3.5351 0.371
C -2.4233 -6.9683 -0.0785 -1.409
C -1.6099 -6.0187 0.7976 0.290
C -2.4764 -5.0282 1.6095 -0.792
O -3.0189 -3.9499 0.8413 -0.141
C -4.1754 -4.2876 0.0908 -0.856
N -0.6326 -5.3138 -0.0427 -0.714
H -2.7891 -6.4943 -0.9916 0.287
H -1.8041 -7.8172 -0.3911 0.351
H -3.2835 -7.3697 0.4677 0.345
H -1.0601 -6.6366 1.5180 0.420
H -1.8332 -4.5576 2.3627 0.325
H -3.2702 -5.5459 2.1623 0.444
H -4.8067 -5.0160 0.6090 0.347
H -3.8841 -4.6636 -0.8918 0.247
H -4.7572 -3.3761 -0.0683 0.300
H -0.0207 -4.7617 0.5603 0.267
H -1.1442 -4.6058 -0.5779 0.332
C 2.1059 0.0490 -3.3332 -1.438
C 1.7395 -0.8353 -2.1438 0.631
C 2.6801 -0.6618 -0.9288 -0.603
O 3.9582 -1.2877 -1.0762 -0.426
C 4.8877 -0.5482 -1.8534 -0.327
N 1.6879 -2.2346 -2.5879 -0.699
H 2.9569 -0.3341 -3.9001 0.278
H 1.2637 0.1094 -4.0323 0.369
H 2.3407 1.0685 -3.0093 0.335
H 0.7334 -0.5406 -1.8214 0.182
H 2.2108 -1.1518 -0.0673 0.254
H 2.7967 0.3946 -0.6565 0.406
H 4.7742 0.5317 -1.7170 0.284
H 4.7856 -0.8141 -2.9073 -0.039
H 5.8959 -0.8327 -1.5416 0.249
H 1.3389 -2.8091 -1.8191 0.200
H 2.6542 -2.5535 -2.7060 0.337
C 9.2846 -2.4377 -6.0493 -1.392
C 8.2470 -3.0577 -5.1166 0.303
C 7.0734 -2.1100 -4.7766 -0.691
O 7.3960 -1.0843 -3.8325 -0.292
C 8.0839 0.0272 -4.3857 -0.773
N 8.9218 -3.5345 -3.9020 -0.742
H 9.9546 -1.7443 -5.5369 0.286
H 9.9158 -3.2206 -6.4855 0.352
H 8.8033 -1.9026 -6.8747 0.340
H 7.8242 -3.9258 -5.6370 0.407
H 6.2849 -2.7072 -4.3033 0.299
H 6.6301 -1.6760 -5.6816 0.452
H 7.7576 0.2493 -5.4064 0.348
H 9.1606 -0.1506 -4.3578 0.239
H 7.8812 0.9000 -3.7596 0.263
H 8.2456 -4.0430 -3.3302 0.279
H 9.1457 -2.7120 -3.3340 0.330



[2]
97
Properties=species:S:1:pos:R:3:mulliken_charge:R:1 method="wB97M-V/def2-TZVPD" total_charge=+1 relative_energy_kcal_mol=181.1
C 3.9068 0.6001 0.5123 -0.752
N 3.4373 1.8916 -0.1229 -0.016
C 2.1777 2.4369 0.5157 0.084
N 2.1656 3.1339 1.8911 -0.574
N 0.9613 2.3240 -0.1429 -0.054
C 0.7473 1.6656 -1.4854 -0.534
C -0.1413 0.2951 -1.4750 0.153
N -0.4441 -0.4989 -0.3991 -0.493
H 3.0563 -0.0473 0.9963 0.291
H 4.3818 -0.0716 -0.3511 0.288
H 4.7999 0.8156 1.2614 0.299
H 4.1930 2.6076 -0.1964 0.234
H 1.4260 2.6315 2.4652 0.347
H 1.7739 4.1156 1.7618 0.343
H 0.1057 2.7266 0.3330 0.338
H 0.1480 2.4582 -2.1479 0.358
H 1.7318 1.4417 -2.0895 0.277
H -0.5513 -0.0829 -2.5308 0.222
H 0.0094 -0.0581 0.4297 0.204
O -6.5282 -3.4886 -2.6551 -0.705
P -5.8471 -2.2774 -3.3383 0.966
O -5.6384 -1.4170 -1.9302 -0.407
C -5.0370 -2.0202 -0.7963 -0.129
C -3.5565 -1.7050 -0.7302 -1.038
O -7.2656 -1.5485 -3.8146 -0.369
C -8.4018 -2.3431 -4.1163 -0.307
C -9.3221 -2.4261 -2.9082 -1.029
O -5.0861 -0.9242 -4.1016 -0.329
C -3.6822 -0.7771 -4.0717 0.042
C -2.9406 -2.0196 -4.5139 -1.156
H -5.1885 -3.1041 -0.7752 0.335
H -5.5298 -1.6045 0.0881 0.091
H -3.0242 -2.1816 -1.5592 0.259
H -3.1189 -2.0657 0.2025 0.505
H -3.3826 -0.6258 -0.8053 0.197
H -8.1044 -3.3367 -4.4674 0.323
H -8.9321 -1.8621 -4.9430 0.360
H -8.7891 -2.7069 -1.9984 0.265
H -10.1260 -3.1502 -3.0830 0.351
H -9.7746 -1.4478 -2.7131 0.285
H -3.3693 -0.4513 -3.0793 0.071
H -3.4301 0.0428 -4.7527 0.371
H -3.2053 -2.8877 -3.9039 0.350
H -1.8608 -1.8637 -4.4448 0.336
H -3.1921 -2.2670 -5.5511 0.342
O 7.9823 4.8380 -3.6893 -0.731
P 8.5444 4.4881 -2.2896 1.032
O 8.8660 2.8982 -2.6575 -0.337
C 9.6031 2.5598 -3.8209 -0.232
C 11.0700 2.3586 -3.4994 -1.082
O 7.0586 4.2376 -1.5826 -0.369
C 5.9270 4.9610 -2.0406 -0.510
C 5.1403 4.1293 -3.0418 -0.844
O 9.1724 4.0971 -0.7258 -0.309
C 10.5656 4.0374 -0.5044 0.000
C 11.3024 5.2658 -0.9915 -1.192
H 9.4943 3.3085 -4.6120 0.302
H 9.1895 1.6206 -4.2013 0.308
H 11.5307 3.3040 -3.1968 0.219
H 11.6145 1.9812 -4.3669 0.410
H 11.1956 1.6520 -2.6713 0.263
H 6.2227 5.9278 -2.4612 0.401
H 5.2970 5.1742 -1.1725 0.423
H 5.7744 3.7156 -3.8276 0.275
H 4.3496 4.7292 -3.5067 0.367
H 4.6749 3.2756 -2.5372 0.093
H 10.9673 3.1240 -0.9442 0.136
H 10.7159 3.9440 0.5765 0.320
H 11.1341 5.4426 -2.0575 0.366
H 12.3771 5.1570 -0.8237 0.366
H 10.9543 6.1576 -0.4589 0.332
O -6.1524 -2.4301 6.0521 -0.725
P -5.2226 -3.1028 5.0127 0.953
O -3.8180 -2.4882 5.6576 -0.327
C -3.5411 -2.6166 7.0425 -0.235
C -2.6604 -3.8191 7.3147 -1.071
O -5.4339 -1.9415 3.8392 -0.323
C -6.6623 -1.2362 3.7559 -0.272
C -6.5553 0.0950 4.4836 -1.130
O -4.1837 -3.8545 3.8514 -0.250
C -3.4841 -5.0383 4.1718 -0.051
C -4.3705 -6.1197 4.7499 -1.201
H -4.4542 -2.6800 7.6429 0.301
H -3.0109 -1.7097 7.3496 0.311
H -3.1979 -4.7470 7.0961 0.214
H -2.3482 -3.8492 8.3601 0.414
H -1.7663 -3.8004 6.6816 0.251
H -7.4898 -1.8419 4.1397 0.336
H -6.8686 -1.0548 2.6974 0.353
H -6.1513 -0.0135 5.4914 0.265
H -7.5357 0.5808 4.5478 0.379
H -5.8733 0.7629 3.9462 0.281
H -2.6499 -4.8029 4.8333 0.143
H -3.0381 -5.4098 3.2430 0.323
H -4.8920 -5.7783 5.6485 0.360
H -3.7776 -7.0013 5.0072 0.365
H -5.1377 -6.4140 4.0254 0.335



[3]
111
Properties=species:S:1:pos:R:3:mulliken_spin:R:1 method="wB97M-V/def2-TZVPD" total_charge=+1 s_squared=0.755 energy_ev=-126402.4867 spin_multiplicity=2
Hg -29.8273 0.0943 -11.5466 0.000
N -28.3305 1.6539 -10.7347 0.000
S -28.2029 2.0700 -9.3045 0.000
O -29.2782 2.8849 -8.7893 0.000
O -26.9154 2.1191 -8.6723 0.000
F -28.7292 0.6761 -8.6581 0.000
S -27.5015 3.0478 -11.2638 0.000
O -26.0234 2.9649 -11.4894 0.000
O -27.9249 4.4058 -10.8867 0.000
F -28.0793 2.8681 -12.7509 0.000
N -31.5353 1.3612 -10.9177 0.000
S -32.3729 1.0768 -9.4767 0.000
O -33.5875 0.2557 -9.5733 0.000
O -32.4341 2.1117 -8.4169 0.000
F -31.2592 0.0635 -8.9147 0.000
S -32.1719 2.6726 -11.3274 0.000
O -31.7926 3.9129 -10.6594 0.000
O -33.5303 2.4862 -11.9240 0.000
F -31.3772 2.8819 -12.7086 0.000
C -28.1727 -2.8304 -7.7368 0.000
C -28.5986 -4.0372 -6.7650 0.000
O -27.8023 -5.2157 -6.9808 0.000
O -27.7500 -3.4702 -8.9609 0.000
H -27.4253 -2.1185 -7.3865 0.000
H -29.0298 -2.2335 -8.0486 0.000
H -29.6292 -4.3012 -7.0024 0.000
H -28.5144 -3.7602 -5.7141 0.000
H -27.5618 -5.1245 -7.9057 0.001
H -27.7981 -2.7595 -9.6044 -0.001
C -26.0683 3.1424 -15.6573 0.000
C -26.4268 1.7137 -15.8946 0.000
O -26.1444 0.7648 -14.8773 0.000
O -24.6817 3.2998 -15.5863 0.000
H -26.5387 3.3842 -14.7043 0.000
H -26.4484 3.8711 -16.3733 0.000
H -25.9505 1.2554 -16.7613 0.000
H -27.4976 1.7869 -16.0846 0.000
H -26.9817 0.7568 -14.4077 0.000
H -24.4804 3.1321 -14.6627 0.000
C -15.8762 7.3325 -17.7931 0.000
O -16.9114 6.3799 -17.4669 0.000
C -17.3157 6.4072 -16.1419 0.000
C -18.6182 5.4429 -16.0768 0.000
N -19.1703 5.3109 -14.7280 0.000
C -20.4931 4.7414 -14.7279 0.000
C -20.9850 4.2975 -13.3019 0.000
O -22.2997 3.7704 -13.3908 0.000
C -22.7700 3.5961 -12.1129 0.000
H -15.8122 7.5591 -18.8573 0.000
H -14.9364 6.8761 -17.4822 0.000
H -16.0226 8.3210 -17.3579 0.000
H -17.5467 7.4584 -15.9691 0.000
H -16.4869 6.1344 -15.4886 0.000
H -18.4325 4.5305 -16.6434 0.000
H -19.4265 5.7569 -16.7373 0.000
H -18.5470 4.7237 -14.1926 0.000
H -20.5586 3.8811 -15.3940 0.000
H -21.0611 5.4865 -15.2851 0.000
H -20.7777 5.1104 -12.6060 0.000
H -20.2805 3.5234 -12.9977 0.000
H -23.7323 3.0863 -12.1611 0.000
H -22.8116 4.6237 -11.7516 0.000
H -22.3308 2.9205 -11.3789 0.000
C -28.1147 -0.9121 0.6955 0.000
O -28.1273 -1.4470 -0.6613 0.000
C -29.0848 -2.4099 -0.5508 0.000
C -29.1558 -3.3055 -1.7131 0.000
N -29.2223 -2.6100 -2.9663 0.000
C -30.6050 -2.3316 -3.2518 0.000
C -30.6484 -1.4775 -4.4897 0.000
O -30.2627 -0.1395 -4.2214 0.000
C -29.9448 0.5944 -5.4377 0.000
H -27.3392 -0.1469 0.7278 0.000
H -27.9642 -1.5256 1.5838 0.000
H -28.9925 -0.3051 0.9170 0.000
H -29.9992 -1.8394 -0.3881 0.000
H -29.1526 -3.0601 0.3214 0.000
H -30.0415 -3.9272 -1.5826 0.000
H -28.2076 -3.8327 -1.8184 0.000
H -28.7258 -1.7357 -2.8708 0.000
H -31.0913 -1.7763 -2.4497 0.000
H -31.1043 -3.2908 -3.3885 0.000
H -31.6169 -1.4035 -4.9844 0.000
H -30.0522 -1.8107 -5.3392 0.000
H -28.9916 0.3283 -5.8947 0.000
H -29.7402 1.6531 -5.2784 0.000
H -30.7179 0.5314 -6.2035 0.000
C -25.9038 -7.9649 -8.8292 0.003
O -26.1560 -6.9002 -9.7572 0.006
C -26.1290 -7.2521 -11.1262 0.089
C -26.7281 -6.0693 -12.0262 0.005
N -26.5387 -4.6727 -11.5073 0.782
C -25.1686 -4.1095 -11.4090 0.031
C -25.0012 -2.6783 -10.8103 0.011
O -26.1157 -1.8773 -11.3744 0.010
C -25.8217 -0.4413 -11.0863 -0.002
H -26.6007 -8.7963 -8.9352 0.000
H -26.0035 -7.5711 -7.8177 0.000
H -24.9273 -8.3713 -9.0927 -0.001
H -26.7774 -8.1043 -11.3296 0.000
H -25.0784 -7.3799 -11.3867 0.005
H -27.8089 -6.2076 -12.0550 0.012
H -26.3625 -6.1829 -13.0468 0.002
H -26.8932 -4.7207 -10.5628 -0.027
H -24.6221 -4.2034 -12.3474 0.007
H -24.7113 -4.7569 -10.6608 0.066
H -24.0201 -2.2478 -11.0108 0.000
H -24.9812 -2.7607 -9.7236 0.001
H -24.8258 -0.1024 -11.3717 0.001
H -26.0240 -0.1967 -10.0436 0.000
H -26.4947 0.2898 -11.5343 0.001



no.,M (g mol⁻¹)
1,522.70
2,661.63
3,1084.57